DFT (ωB97M-V/def2-TZVPD) results for 2 unconnected molecules or ions with the total composition C4H11OS.

Multiplicity = 1
Lowest unoccupied orbital energy = 3.801 eV
HOMO = -2.39 eV
Net charge = -1
Frontier orbital gap = 6.19 eV

Atoms and positions in Å:
C  -0.5038  -0.0004  2.1685
O  2.4675  1.5704  -0.3245
H  -1.0812  -2.0075  1.7909
C  1.3126  1.1962  -1.0902
H  -0.8938  1.0243  2.1376
H  1.0760  2.0908  -1.6809
H  2.7249  0.8023  0.1896
H  1.8779  0.1788  -2.9141
S  -1.7973  -0.8459  -0.1811
H  0.4254  -0.0149  1.6093
H  0.5899  -0.6501  -1.8935
H  -2.3834  -0.9839  2.2208
C  1.5220  -0.0745  -1.9104
H  -0.2918  -0.2138  3.2212
H  2.3750  -0.6071  -1.4688
C  -1.4920  -1.0112  1.5917
H  0.4641  1.0934  -0.4100

***

DFT (ωB97M-V/def2-TZVPD) results for C4H11PS in the gas phase in a non-equilibrium geometry.

Multiplicity = 1
Lowest unoccupied orbital energy = 0.937 eV
HOMO = -8.47 eV
Structure (SMILES) = CC[PH](=S)CC
Frontier orbital gap = 9.40 eV

Atoms and positions in Å:
H  -2.5209  -1.6748  0.6051
H  2.1545  2.9274  -0.1860
C  -0.2824  -1.5920  0.3855
P  -0.3830  0.3475  0.0345
C  1.3253  2.3335  -0.5235
H  1.8403  0.7153  0.9326
H  0.3900  -2.1753  -0.2809
H  -1.7500  -2.3240  -0.8799
H  -1.6534  -3.1884  0.5053
C  -1.6292  -2.1337  0.1781
H  0.5021  2.6498  0.1129
H  2.0578  0.2301  -0.6133
H  -0.9947  0.5708  -1.3293
S  -1.5190  1.4256  1.3247
H  -0.0767  -1.4498  1.4304
C  1.4486  0.8705  -0.0941
H  1.0908  2.4677  -1.6021

***

DFT (ωB97M-V/def2-TZVPD) results for 2 unconnected molecules or ions with the total composition C4H11PS2 in a non-equilibrium geometry.

Multiplicity = 1
Lowest unoccupied orbital energy = 0.064 eV
HOMO = -8.49 eV
Structure (SMILES) = CC[P@H](C)=S.C=S
Frontier orbital gap = 8.55 eV

Atoms and positions in Å:
S  5.1724  -0.5488  0.1088
H  -2.0441  1.3460  -0.9616
C  4.4403  0.8502  0.2281
H  0.6952  -2.2321  -0.1385
H  -2.5312  -0.5296  1.1358
C  -2.6320  0.4753  0.8121
H  4.0225  1.4234  1.0522
H  4.1343  1.4734  -0.7015
C  -0.1765  -1.7289  -0.0135
S  0.8938  1.2237  0.3019
C  -2.0555  0.3999  -0.6460
H  -3.5901  1.0213  0.9305
H  -2.6245  -0.2126  -1.3730
H  -1.0685  -2.2020  -0.3606
H  -1.7742  1.1092  1.3035
H  -0.2120  -0.2141  -2.1069
P  -0.2723  -0.0497  -0.6582
H  -0.3776  -1.6044  1.0871

***

Please write out number 3 again, unchanged.
DFT (ωB97M-V/def2-TZVPD) results for 2 unconnected molecules or ions with the total composition C4H11PS2 in a non-equilibrium geometry.

Multiplicity = 1
Lowest unoccupied orbital energy = 0.064 eV
HOMO = -8.49 eV
Structure (SMILES) = CC[P@H](C)=S.C=S
Frontier orbital gap = 8.55 eV

Atoms and positions in Å:
S  5.1724  -0.5488  0.1088
H  -2.0441  1.3460  -0.9616
C  4.4403  0.8502  0.2281
H  0.6952  -2.2321  -0.1385
H  -2.5312  -0.5296  1.1358
C  -2.6320  0.4753  0.8121
H  4.0225  1.4234  1.0522
H  4.1343  1.4734  -0.7015
C  -0.1765  -1.7289  -0.0135
S  0.8938  1.2237  0.3019
C  -2.0555  0.3999  -0.6460
H  -3.5901  1.0213  0.9305
H  -2.6245  -0.2126  -1.3730
H  -1.0685  -2.2020  -0.3606
H  -1.7742  1.1092  1.3035
H  -0.2120  -0.2141  -2.1069
P  -0.2723  -0.0497  -0.6582
H  -0.3776  -1.6044  1.0871